{
  "formula": "C16H19N5O3",
  "method": "wB97M-V/def2-TZVPD",
  "symbols": ["C", "C", "O", "C", "O", "N", "C", "C", "N", "C", "O", "N", "C", "C", "C", "C", "N", "C", "C", "N", "C", "C", "C", "C", "H", "H", "H", "H", "H", "H", "H", "H", "H", "H", "H", "H", "H", "H", "H", "H", "H", "H", "H"],
  "positions_angstrom": [[-6.909, -0.156, 1.958], [-5.964, 0.891, 1.397], [-4.840, 0.227, 0.815], [-4.228, 0.870, -0.200], [-4.553, 1.954, -0.625], [-3.208, 0.132, -0.698], [-2.354, 0.683, -1.722], [-0.892, 0.619, -1.283], [-0.537, -0.749, -0.947], [0.699, -1.158, -0.521], [0.908, -2.309, -0.196], [1.655, -0.165, -0.514], [3.007, -0.262, -0.201], [3.614, -1.485, 0.171], [4.944, -1.541, 0.467], [5.742, -0.380, 0.408], [7.056, -0.440, 0.700], [7.736, 0.674, 0.625], [7.135, 1.894, 0.256], [5.865, 1.989, -0.033], [5.134, 0.854, 0.035], [3.765, 0.888, -0.265], [-1.627, -1.701, -0.880], [-2.795, -1.121, -0.091], [-7.758, 0.335, 2.426], [-7.267, -0.805, 1.164], [-6.396, -0.763, 2.699], [-6.449, 1.502, 0.629], [-5.601, 1.555, 2.190], [-2.659, 1.721, -1.876], [-2.489, 0.139, -2.663], [-0.269, 0.987, -2.107], [-0.761, 1.276, -0.411], [1.367, 0.766, -0.771], [3.000, -2.369, 0.215], [5.416, -2.469, 0.750], [8.790, 0.616, 0.860], [7.714, 2.807, 0.199], [3.330, 1.836, -0.546], [-1.951, -1.978, -1.889], [-1.242, -2.595, -0.385], [-2.494, -0.948, 0.949], [-3.634, -1.822, -0.087]],
  "atomic_forces_ev_per_a": [[0.4, 0.1, -0.2], [-0.5, 0.3, 0.1], [0.1, -0.2, -0.1], [0.0, 0.0, -0.1], [-0.2, 0.4, 0.0], [0.1, -0.1, 0.1], [0.1, 0.3, -0.1], [0.0, 0.3, -0.1], [-0.1, 0.0, 0.0], [-0.2, 0.2, -0.2], [0.3, -0.4, 0.2], [-0.3, 0.4, -0.1], [0.5, 0.3, 0.1], [0.1, -0.4, 0.1], [-0.2, 0.1, -0.1], [-0.3, 0.5, -0.2], [0.3, -0.1, 0.1], [0.0, -0.2, 0.0], [-0.2, 0.1, -0.1], [0.1, 0.3, -0.1], [0.2, -0.6, 0.2], [-0.3, -0.3, 0.0], [-0.2, -0.2, 0.2], [0.0, -0.4, 0.2], [-0.1, 0.0, 0.1], [-0.1, -0.1, -0.1], [0.0, -0.1, 0.1], [0.1, -0.1, 0.2], [0.0, -0.1, -0.2], [0.1, -0.2, 0.0], [0.0, 0.1, 0.0], [0.0, 0.0, 0.1], [0.0, 0.0, -0.1], [0.0, -0.2, 0.0], [0.0, 0.0, 0.0], [0.0, -0.1, 0.0], [0.1, 0.1, 0.0], [0.1, 0.0, 0.0], [0.0, 0.1, 0.0], [0.0, -0.1, 0.1], [-0.2, 0.1, -0.1], [0.0, -0.1, -0.1], [0.1, 0.0, 0.0]],
  "lowdin_charge": [-0.06, -0.22, 0.00, -0.54, 0.09, -0.03, -0.12, -0.13, -0.04, -0.49, 0.06, 0.15, -0.21, 0.01, 0.00, -0.23, 0.12, -0.12, -0.12, 0.12, -0.22, 0.04, -0.12, -0.11, 0.08, 0.08, 0.08, 0.12, 0.13, 0.13, 0.13, 0.13, 0.14, 0.12, 0.10, 0.12, 0.10, 0.10, 0.12, 0.13, 0.13, 0.14, 0.13],
  "e_homo_ha": -0.3107,
  "de_lowest_kj_mol": 31.7,
  "smiles": "CCOC(=O)N1CCN(C(=O)Nc2ccc3nccnc3c2)CC1",
  "fmax_ev_per_a": 0.65
}

{
  "formula": "C16H19N7O3",
  "method": "wB97M-V/def2-TZVPD",
  "symbols": ["C", "C", "O", "C", "O", "C", "N", "N", "N", "C", "N", "O", "N", "C", "N", "C", "C", "N", "C", "C", "C", "C", "C", "C", "C", "C", "H", "H", "H", "H", "H", "H", "H", "H", "H", "H", "H", "H", "H", "H", "H", "H", "H", "H", "H"],
  "positions_angstrom": [[4.741, 1.538, 0.157], [3.935, 2.326, -0.866], [2.534, 2.212, -0.617], [1.907, 1.166, -1.137], [2.424, 0.314, -1.820], [0.473, 1.183, -0.804], [-0.173, 2.297, -0.387], [-1.394, 2.031, -0.196], [-1.608, 0.726, -0.471], [-2.869, 0.200, -0.316], [-3.261, -0.994, -0.665], [-4.552, -1.085, -0.337], [-5.012, 0.058, 0.226], [-4.003, 0.896, 0.265], [-3.998, 2.128, 0.782], [-0.447, 0.142, -0.873], [-0.286, -1.303, -1.192], [0.809, -1.897, -0.452], [1.756, -2.679, -1.215], [1.082, -3.899, -1.842], [1.077, -1.441, 0.825], [2.378, -1.286, 1.313], [2.602, -0.802, 2.587], [1.545, -0.453, 3.409], [0.251, -0.617, 2.945], [0.017, -1.108, 1.678], [4.472, 1.850, 1.163], [5.801, 1.710, -0.002], [4.534, 0.476, 0.053], [4.148, 1.965, -1.878], [4.148, 3.394, -0.797], [-4.870, 2.542, 1.057], [-3.175, 2.691, 0.623], [-1.237, -1.820, -1.011], [-0.049, -1.386, -2.258], [2.526, -3.034, -0.531], [2.232, -2.066, -1.991], [1.832, -4.521, -2.324], [0.345, -3.614, -2.589], [0.584, -4.486, -1.073], [3.221, -1.523, 0.683], [3.619, -0.683, 2.935], [1.727, -0.063, 4.399], [-0.587, -0.366, 3.581], [-1.001, -1.264, 1.351]],
  "atomic_forces_ev_per_a": [[-0.3, 0.1, -0.2], [0.6, -0.1, -0.2], [-0.3, 0.1, 0.2], [0.0, -0.1, -0.1], [0.0, 0.0, 0.1], [-0.7, -0.7, -0.2], [0.6, 0.3, 0.0], [-1.0, 0.5, 0.3], [1.5, -0.4, -0.5], [-1.9, -0.4, 0.4], [0.8, 0.5, -0.1], [0.0, -0.3, -0.1], [0.0, 1.1, 0.4], [0.3, -1.3, -0.5], [-0.2, 0.6, 0.3], [0.4, 0.7, -0.1], [-0.2, -0.4, 0.1], [0.1, 0.1, -0.1], [0.0, -0.3, -0.2], [0.2, 0.2, 0.1], [0.0, -0.1, 0.4], [0.0, -0.1, -0.2], [0.0, 0.0, 0.1], [0.1, 0.0, 0.1], [0.0, 0.1, 0.1], [0.0, -0.1, -0.1], [0.0, 0.0, 0.1], [0.1, 0.0, 0.0], [0.0, -0.1, 0.0], [0.0, 0.2, 0.1], [-0.1, -0.1, 0.0], [0.0, 0.0, 0.0], [-0.2, 0.0, 0.0], [0.3, 0.1, -0.2], [-0.1, 0.0, 0.1], [0.0, 0.1, -0.1], [0.0, -0.1, 0.1], [0.0, -0.1, -0.1], [-0.1, 0.0, -0.1], [-0.1, -0.1, 0.1], [0.1, 0.0, -0.1], [0.1, 0.0, 0.0], [0.0, 0.0, 0.1], [-0.1, 0.0, 0.0], [-0.1, -0.1, 0.0]],
  "lowdin_charge": [-0.06, -0.20, 0.01, -0.44, 0.12, -0.11, 0.11, 0.05, 0.02, -0.19, 0.13, -0.07, 0.11, -0.33, 0.15, -0.10, -0.08, -0.10, -0.23, -0.07, -0.24, -0.03, -0.09, -0.10, -0.08, -0.03, 0.08, 0.08, 0.06, 0.12, 0.13, 0.11, 0.07, 0.11, 0.14, 0.11, 0.11, 0.07, 0.06, 0.08, 0.10, 0.10, 0.10, 0.10, 0.11],
  "e_homo_ha": -0.2871,
  "de_lowest_kj_mol": 3.5,
  "smiles": "CCOC(=O)c1nnn(-c2nonc2N)c1CN(CC)c1ccccc1",
  "fmax_ev_per_a": 1.97
}

{
  "formula": "C16H19NO3",
  "method": "wB97M-V/def2-TZVPD",
  "symbols": ["C", "C", "C", "C", "C", "O", "C", "C", "C", "C", "O", "N", "C", "C", "C", "C", "C", "O", "C", "C", "H", "H", "H", "H", "H", "H", "H", "H", "H", "H", "H", "H", "H", "H", "H", "H", "H", "H", "H"],
  "positions_angstrom": [[3.904, -0.354, 3.079], [2.773, 0.060, 2.186], [2.883, 1.181, 1.374], [1.837, 1.577, 0.563], [0.653, 0.849, 0.554], [-0.373, 1.200, -0.309], [-1.102, 2.357, 0.046], [-2.250, 2.046, 1.010], [-3.334, 1.176, 0.364], [-2.795, -0.215, 0.063], [-2.670, -1.062, 0.922], [-2.524, -0.444, -1.245], [-1.821, -1.637, -1.680], [-0.387, -1.348, -1.991], [0.184, -0.577, -2.963], [1.579, -0.617, -2.730], [1.750, -1.409, -1.638], [0.568, -1.854, -1.188], [0.526, -0.269, 1.366], [1.583, -0.656, 2.169], [4.861, -0.054, 2.658], [3.802, 0.120, 4.055], [3.905, -1.431, 3.228], [3.803, 1.750, 1.370], [1.936, 2.442, -0.077], [-1.496, 2.764, -0.892], [-0.436, 3.106, 0.496], [-1.849, 1.526, 1.882], [-2.690, 2.989, 1.342], [-3.708, 1.652, -0.544], [-4.157, 1.063, 1.071], [-2.459, 0.348, -1.864], [-1.874, -2.356, -0.859], [-2.330, -2.042, -2.561], [-0.321, -0.050, -3.747], [2.343, -0.125, -3.297], [2.626, -1.715, -1.103], [-0.393, -0.834, 1.359], [1.478, -1.530, 2.795]],
  "atomic_forces_ev_per_a": [[0.0, 0.1, 0.1], [0.0, -0.1, 0.0], [0.0, 0.0, 0.0], [-0.2, 0.0, -0.1], [0.1, 0.0, 0.1], [0.4, -0.2, 0.1], [-0.3, 0.4, 0.4], [0.2, -0.1, -0.4], [0.3, 0.0, 0.3], [-0.5, 0.4, -0.3], [0.1, -0.2, 0.4], [-0.2, -0.2, -0.4], [0.2, -0.1, 0.1], [-0.3, 0.4, -0.8], [-0.4, -0.5, 0.4], [0.2, -0.3, 0.4], [0.6, 0.4, -0.6], [-0.3, -0.3, 0.3], [-0.2, 0.2, -0.1], [0.1, 0.1, 0.0], [0.1, 0.0, 0.0], [0.1, 0.0, 0.1], [0.1, -0.1, 0.0], [0.1, 0.0, 0.0], [0.0, 0.1, -0.1], [0.0, 0.0, 0.1], [0.0, -0.1, -0.1], [0.0, 0.1, 0.1], [0.0, 0.0, 0.0], [-0.1, 0.0, 0.0], [0.0, -0.1, -0.1], [-0.1, 0.0, 0.2], [-0.1, 0.0, -0.2], [0.1, 0.0, 0.2], [-0.2, 0.1, -0.2], [0.2, 0.1, -0.1], [0.1, -0.1, 0.2], [-0.1, 0.0, 0.0], [0.0, -0.1, 0.1]],
  "lowdin_charge": [-0.06, -0.29, -0.05, -0.01, -0.28, -0.09, -0.19, -0.15, -0.10, -0.51, 0.06, 0.08, -0.08, -0.27, -0.03, -0.06, -0.12, 0.04, 0.00, -0.03, 0.07, 0.08, 0.08, 0.11, 0.12, 0.13, 0.12, 0.12, 0.12, 0.11, 0.12, 0.14, 0.13, 0.13, 0.11, 0.10, 0.12, 0.11, 0.12],
  "e_homo_ha": -0.3047,
  "de_lowest_kj_mol": 163.6,
  "smiles": "Cc1ccc(OCCCC(=O)NCc2ccco2)cc1",
  "fmax_ev_per_a": 0.97
}

{
  "formula": "C16H19NO3",
  "method": "wB97M-V/def2-TZVPD",
  "symbols": ["C", "C", "C", "C", "C", "C", "C", "O", "C", "C", "C", "C", "O", "N", "C", "C", "C", "C", "C", "O", "H", "H", "H", "H", "H", "H", "H", "H", "H", "H", "H", "H", "H", "H", "H", "H", "H", "H", "H"],
  "positions_angstrom": [[-1.415, 0.302, 0.971], [-2.188, 0.472, -0.300], [-3.571, 0.517, -0.297], [-4.291, 0.670, -1.470], [-3.617, 0.779, -2.669], [-2.232, 0.737, -2.701], [-1.511, 0.587, -1.524], [-0.141, 0.541, -1.463], [0.584, 0.579, -2.677], [2.079, 0.480, -2.382], [2.470, -0.831, -1.680], [2.955, -0.622, -0.252], [4.007, -1.064, 0.160], [2.112, 0.116, 0.500], [2.368, 0.388, 1.898], [1.440, -0.365, 2.795], [1.224, -1.703, 2.951], [0.197, -1.827, 3.919], [-0.132, -0.558, 4.278], [0.610, 0.334, 3.601], [-2.089, 0.200, 1.818], [-0.788, -0.587, 0.919], [-0.771, 1.164, 1.144], [-4.093, 0.429, 0.645], [-5.370, 0.703, -1.444], [-4.162, 0.898, -3.594], [-1.731, 0.826, -3.651], [0.277, -0.258, -3.319], [0.380, 1.520, -3.206], [2.376, 1.334, -1.772], [2.600, 0.560, -3.337], [1.611, -1.504, -1.643], [3.270, -1.337, -2.220], [1.215, 0.375, 0.111], [2.261, 1.459, 2.098], [3.403, 0.082, 2.079], [1.738, -2.492, 2.443], [-0.228, -2.735, 4.294], [-0.846, -0.172, 4.978]],
  "atomic_forces_ev_per_a": [[0.0, 0.0, -0.1], [0.2, 0.0, 0.0], [0.1, 0.0, -0.1], [-0.1, 0.0, -0.1], [-0.1, 0.0, 0.1], [0.4, 0.0, -0.1], [-0.3, 0.0, 0.1], [-0.1, 0.0, 0.2], [0.4, 0.2, -0.4], [-0.5, -0.1, 0.0], [0.2, 0.0, 0.0], [-0.2, 0.0, -0.5], [0.4, -0.2, 0.1], [-0.3, 0.3, 0.3], [0.0, 0.1, 0.1], [0.3, -0.7, -0.3], [0.2, 0.6, -0.1], [-0.2, 0.4, 0.2], [-0.3, -0.8, 0.2], [0.1, 0.5, -0.1], [0.0, 0.0, 0.1], [0.1, 0.0, 0.1], [0.1, 0.0, 0.1], [0.0, 0.0, 0.1], [-0.1, 0.0, 0.0], [0.0, 0.0, -0.1], [0.1, 0.0, -0.1], [0.0, 0.1, 0.1], [-0.1, -0.1, 0.0], [0.0, 0.1, -0.1], [0.0, 0.0, 0.0], [0.0, -0.1, 0.0], [0.0, 0.0, 0.1], [0.0, 0.0, 0.0], [0.1, -0.1, 0.0], [-0.2, 0.1, 0.0], [0.2, -0.1, -0.2], [-0.1, -0.1, 0.1], [-0.1, 0.2, 0.1]],
  "lowdin_charge": [-0.03, -0.19, -0.05, -0.09, -0.09, -0.02, -0.21, -0.07, -0.21, -0.15, -0.09, -0.50, 0.06, 0.08, -0.08, -0.27, -0.02, -0.06, -0.13, 0.03, 0.08, 0.09, 0.09, 0.11, 0.10, 0.10, 0.10, 0.13, 0.13, 0.12, 0.12, 0.12, 0.12, 0.10, 0.13, 0.13, 0.11, 0.10, 0.12],
  "e_homo_ha": -0.3134,
  "de_lowest_kj_mol": 143.4,
  "smiles": "Cc1ccccc1OCCCC(=O)NCc1ccco1",
  "fmax_ev_per_a": 0.86
}

{
  "formula": "C16H19O12PS2",
  "method": "wB97M-V/def2-TZVPD",
  "symbols": ["O", "S", "O", "C", "C", "C", "C", "O", "O", "P", "S", "H", "H", "H", "H", "H", "H", "H", "H", "H", "H", "H", "C", "C", "C", "O", "C", "C", "C", "O", "O", "O", "H", "H", "H", "H", "C", "C", "C", "O", "C", "C", "C", "O", "O", "O", "H", "H", "H", "H"],
  "positions_angstrom": [[6.868, 3.042, -2.219], [7.040, 2.308, -1.004], [6.496, 0.800, -1.359], [5.287, 0.512, -0.612], [4.052, 0.520, -1.484], [3.438, 1.926, -1.659], [1.965, 1.815, -2.009], [1.247, 2.875, -1.382], [8.668, 2.058, -0.880], [9.409, 1.404, -2.220], [11.175, 0.764, -1.743], [5.157, 1.289, 0.139], [5.376, -0.447, -0.117], [3.288, -0.076, -0.991], [4.211, 0.053, -2.453], [3.513, 2.448, -0.708], [3.990, 2.418, -2.452], [1.559, 0.854, -1.708], [1.860, 1.941, -3.089], [0.303, 2.729, -1.521], [8.595, 0.374, -2.707], [9.528, 2.397, -3.199], [-1.990, -0.964, 1.606], [-1.157, -1.099, 0.568], [0.285, -0.697, 0.652], [0.992, -0.864, -0.327], [0.769, -0.122, 1.897], [-0.064, 0.018, 2.936], [-1.501, -0.409, 2.858], [-2.200, -0.270, 3.844], [0.320, 0.538, 4.095], [-1.548, -1.599, -0.603], [-3.036, -1.251, 1.563], [1.806, 0.181, 1.941], [-0.469, 0.523, 4.671], [-0.757, -1.592, -1.176], [-8.680, -1.352, 1.459], [-8.773, -1.995, 0.289], [-7.556, -2.440, -0.469], [-7.713, -3.036, -1.517], [-6.246, -2.131, 0.090], [-6.155, -1.486, 1.257], [-7.371, -1.064, 2.028], [-7.209, -0.497, 3.091], [-4.986, -1.175, 1.816], [-9.939, -2.284, -0.279], [-9.549, -1.029, 2.014], [-5.375, -2.441, -0.472], [-5.200, -0.716, 2.654], [-9.725, -2.750, -1.111]],
  "atomic_forces_ev_per_a": [[0.0, 0.6, -0.8], [-0.3, -0.1, 0.7], [0.5, 0.4, 0.5], [-0.5, -0.1, -0.3], [-0.6, 0.5, 0.1], [0.1, -1.1, -0.1], [-0.1, 0.6, -0.6], [-0.2, 0.0, 0.3], [-0.8, -0.8, -1.2], [2.3, -0.5, 0.7], [-0.5, 0.1, -0.1], [0.1, -0.1, 0.3], [0.5, -0.2, 0.0], [0.1, -0.3, 0.2], [0.3, -0.1, -0.1], [0.1, 0.3, 0.0], [0.0, 0.6, 0.2], [0.0, -0.1, 0.0], [-0.1, -0.3, -0.2], [0.2, 0.1, 0.0], [-0.4, 0.5, 0.1], [-0.7, 0.1, 0.1], [-0.1, 0.0, 0.2], [-0.4, -0.1, 0.0], [0.4, 0.2, 0.4], [-0.2, -0.2, -0.1], [0.1, -0.1, -0.3], [0.4, 0.1, 0.0], [-0.4, -0.2, -0.4], [0.2, 0.1, 0.2], [-0.3, -0.1, 0.1], [0.3, 0.1, -0.1], [0.4, 0.0, -0.1], [0.0, 0.0, 0.0], [0.0, 0.0, 0.0], [0.0, 0.0, 0.0], [0.1, 0.1, 0.2], [-0.3, 0.1, 0.3], [0.6, 0.0, 0.0], [-0.3, 0.0, 0.0], [-0.1, -0.1, -0.2], [0.3, -0.1, -0.3], [-0.6, 0.0, 0.0], [0.3, 0.0, 0.0], [-0.6, 0.1, 0.3], [0.2, -0.1, -0.2], [0.0, 0.0, 0.0], [0.0, 0.0, 0.0], [0.1, 0.0, 0.0], [0.0, 0.0, 0.0]],
  "lowdin_charge": [-0.40, 0.88, -0.35, -0.25, -0.17, -0.16, -0.26, -0.07, -0.58, 0.27, 0.14, 0.09, 0.12, 0.09, 0.13, 0.12, 0.11, 0.08, 0.12, 0.08, 0.00, -0.01, 0.08, -0.23, -0.30, 0.08, 0.08, -0.23, -0.30, 0.11, 0.12, 0.11, 0.10, 0.14, 0.12, 0.12, 0.08, -0.24, -0.31, 0.11, 0.08, -0.22, -0.31, 0.12, 0.08, 0.12, 0.14, 0.14, 0.13, 0.12],
  "e_homo_ha": -0.3259,
  "fmax_ev_per_a": 2.48
}